#P
A 2-piece molecular cluster, C4H4N2O2 overall. Source: the OMol25 dataset; level of theory: ωB97M-V/def2-TZVPD.

Values from the calculation:
**2S+1**: 1
**Total charge**: 0
**LUMO level**: -0.0390 Ha
**Frontier orbital gap**: 0.339 Eh
**HOMO**: -10.2954 eV

Structure (XYZ):
```
12
Properties=species:S:1:pos:R:3:nbo_charge:R:1
C 1.19 -1.04 -0.27 0.47
C -0.75 0.54 -0.06 0.08
C -1.09 1.76 0.04 -0.33
C -1.74 -0.62 0.18 0.21
H 2.27 0.71 1.20 0.47
H 0.64 -1.96 -0.53 0.19
H -0.28 2.50 0.16 0.26
H -1.94 2.12 0.41 0.22
N 0.55 0.06 -0.47 -0.13
N -2.82 -1.30 0.08 -0.26
O 1.30 1.15 -0.08 -0.55
O 2.40 -0.97 0.34 -0.61
```


#Q
The molecule C4H4N2O2. Source: the OMol25 dataset; level of theory: ωB97M-V/def2-TZVPD.

Values from the calculation:
**2S+1**: 1
**Total charge**: 0
**LUMO level**: -0.0367 Ha
**Frontier orbital gap**: 0.327 Eh
**HOMO**: -9.9044 eV
**Structure (SMILES)**: C=C(C#N)C(=O)NO

Structure (XYZ):
```
12
Properties=species:S:1:pos:R:3:nbo_charge:R:1
C 0.88 -0.41 -0.43 0.62
C 0.05 0.79 -0.19 -0.27
C 0.60 1.86 0.52 -0.21
C -1.37 0.72 -0.42 0.28
H -1.60 -1.46 -0.19 0.50
H 0.86 -2.42 0.07 0.40
H 1.65 1.59 0.70 0.24
H 0.16 2.84 0.76 0.24
N 0.20 -1.63 -0.10 -0.35
N -2.52 0.36 -0.65 -0.32
O -1.03 -1.80 0.56 -0.52
O 2.13 -0.45 -0.63 -0.58
```


Which of them is most stable? Easy: #Q.


#P
The molecule C5H3N3O2. Source: the OMol25 dataset; level of theory: ωB97M-V/def2-TZVPD.

Values from the calculation:
**2S+1**: 1
**Total charge**: 0
**LUMO level**: -0.0149 Ha
**Frontier orbital gap**: 0.341 Eh
**HOMO**: -9.6953 eV
**Structure (SMILES)**: [H]/N=C(/O)C#Cc1conn1

Structure (XYZ):
```
13
Properties=species:S:1:pos:R:3:nbo_charge:R:1
N -3.18 -0.61 0.34 -0.69
C -2.47 0.23 -0.35 0.49
C -1.02 0.25 -0.25 -0.03
C 0.19 0.22 -0.20 0.02
C 1.60 0.17 -0.10 -0.08
C 2.44 -0.91 -0.07 0.16
O 3.68 -0.45 -0.04 -0.27
N 3.62 0.94 -0.03 0.11
N 2.41 1.28 -0.05 -0.16
H 2.29 -1.98 -0.01 0.23
O -3.02 1.42 -0.20 -0.65
H -2.75 -1.53 0.39 0.35
H -3.81 0.99 0.55 0.52
```


#Q
The molecule C5H3N3O2. Source: the OMol25 dataset; level of theory: ωB97M-V/def2-TZVPD.

Values from the calculation:
**2S+1**: 1
**Total charge**: 0
**LUMO level (spin up / spin down)**: -0.0904 / -0.0904 Ha
**Frontier orbital gap (spin up / spin down)**: 0.303 / 0.303 Eh
**HOMO (spin up / spin down)**: -10.6923 / -10.6925 eV
**Structure (SMILES)**: CC(=C(C#N)C#N)[N+](=O)[O-]

Structure (XYZ):
```
13
Properties=species:S:1:pos:R:3:nbo_charge:R:1
C 2.20 -0.43 -0.04 0.24
C 0.45 -2.04 -0.04 0.23
C 0.81 -0.70 -0.11 -0.23
C -0.25 0.36 -0.13 0.26
C -1.65 0.00 -0.10 -0.71
N 3.24 -0.04 0.29 -0.21
N 0.07 -3.10 0.16 -0.22
N 0.19 1.75 -0.02 0.50
O -0.57 2.47 0.52 -0.35
O 1.28 2.09 -0.38 -0.33
H -2.21 0.95 -0.04 0.28
H -1.82 -0.61 0.83 0.27
H -1.75 -0.70 -0.94 0.27
```


Which of them is most stable? Easy: #Q.


#P
C3H6ClF as an isolated structure. Source: the OMol25 dataset; level of theory: ωB97M-V/def2-TZVPD.

Values from the calculation:
**2S+1**: 1
**Total charge**: 0
**LUMO level**: 0.0371 Ha
**Frontier orbital gap**: 0.443 Eh
**HOMO**: -11.0463 eV

Structure (XYZ):
```
11
Properties=species:S:1:pos:R:3:nbo_charge:R:1
C 1.04 -0.23 -0.82 -0.65
C -0.48 -0.10 -0.51 -0.49
C -0.51 0.33 0.92 0.22
H 1.57 -0.58 -1.88 0.26
H 1.10 1.03 -0.42 0.20
H 1.43 -1.03 0.20 0.24
H -1.09 0.53 -1.27 0.23
H -1.11 -1.06 -0.26 0.22
H 0.31 0.98 1.28 0.19
F -0.07 -0.80 1.44 -0.34
Cl -2.20 0.93 1.31 -0.08
```


#Q
The molecule C3H6ClF. Source: the OMol25 dataset; level of theory: ωB97M-V/def2-TZVPD.

Values from the calculation:
**2S+1**: 1
**Total charge**: 0
**LUMO level**: 0.0367 Ha
**Frontier orbital gap**: 0.442 Eh
**HOMO**: -11.0181 eV
**Structure (SMILES)**: CC[C@H](F)Cl

Structure (XYZ):
```
11
Properties=species:S:1:pos:R:3:nbo_charge:R:1
C 1.24 -0.32 -0.06 -0.68
C -0.06 0.34 0.62 -0.47
C -1.10 -0.12 -0.24 0.18
H 2.25 0.37 0.05 0.22
H 1.56 -1.44 0.20 0.23
H 0.84 0.02 -1.16 0.26
H -0.19 0.06 1.66 0.24
H 0.03 1.53 0.53 0.22
H -1.23 -1.18 -0.06 0.19
F -0.84 -0.16 -1.61 -0.35
Cl -2.49 0.92 0.08 -0.04
```


Which of them is most stable? Easy: #Q.


#P
A 2-piece molecular cluster, CHClFN overall. Source: the OMol25 dataset; level of theory: ωB97M-V/def2-TZVPD.

Values from the calculation:
**2S+1**: 1
**Total charge**: 0
**LUMO level (spin up / spin down)**: -0.0523 / -0.0730 Ha
**Frontier orbital gap (spin up / spin down)**: 0.324 / 0.253 Eh
**HOMO (spin up / spin down)**: -10.2484 / -8.8696 eV

Structure (XYZ):
```
5
Properties=species:S:1:pos:R:3:nbo_charge:R:1
C 1.02 0.23 -0.80 0.00
N -1.25 -0.16 0.67 -0.08
F -1.47 -1.51 0.61 -0.24
Cl 2.09 1.44 -0.44 0.09
H -0.39 0.01 -0.05 0.24
```


#Q
A 2-piece molecular cluster, CHClFN overall. Source: the OMol25 dataset; level of theory: ωB97M-V/def2-TZVPD.

Values from the calculation:
**2S+1**: 1
**Total charge**: 0
**LUMO level**: -0.0689 Ha
**Frontier orbital gap**: 0.306 Eh
**HOMO**: -10.1893 eV

Structure (XYZ):
```
5
Properties=species:S:1:pos:R:3:nbo_charge:R:1
C 0.06 -0.52 -0.02 0.92
N -1.10 -0.19 -0.01 -0.62
F 0.73 -1.58 0.04 -0.22
Cl 1.72 1.51 0.04 -0.52
H -1.41 0.77 -0.05 0.44
```


Which of them is most stable? Easy: #Q.


#P
A 2-piece molecular cluster, C3H5N overall. Source: the OMol25 dataset; level of theory: ωB97M-V/def2-TZVPD.

Values from the calculation:
**2S+1**: 1
**Total charge**: 0
**LUMO level**: 0.0041 Ha
**Frontier orbital gap**: 0.411 Eh
**HOMO**: -11.0691 eV

Structure (XYZ):
```
9
Properties=species:S:1:pos:R:3:nbo_charge:R:1
C 1.94 0.16 -0.13 0.21
C 0.51 -0.25 0.54 -0.44
C -1.23 0.07 -0.51 -0.55
N 2.67 0.98 0.11 -0.29
H 0.66 -0.16 1.59 0.23
H 0.56 -1.34 0.35 0.21
H -1.11 -0.28 -1.44 0.19
H -1.79 1.13 -0.21 0.23
H -2.20 -0.33 -0.30 0.21
```


#Q
The molecule C3H5N. Source: the OMol25 dataset; level of theory: ωB97M-V/def2-TZVPD.

Values from the calculation:
**2S+1**: 1
**Total charge**: 0
**LUMO level**: -0.0033 Ha
**Frontier orbital gap**: 0.289 Eh
**HOMO**: -7.9533 eV
**Structure (SMILES)**: C=CN=C

Structure (XYZ):
```
9
Properties=species:S:1:pos:R:3:nbo_charge:R:1
C -0.69 0.30 0.64 -0.03
C -1.47 0.34 -0.44 -0.40
C 1.50 -0.51 0.13 0.14
N 0.36 -0.70 0.68 -0.56
H -0.16 1.10 1.09 0.20
H -2.26 1.06 -0.73 0.20
H -1.49 -0.52 -1.12 0.20
H 2.42 -0.23 0.68 0.12
H 1.78 -0.82 -0.93 0.11
```


Which of them is most stable? Easy: #Q.


#P
The molecule C3H5N. Source: the OMol25 dataset; level of theory: ωB97M-V/def2-TZVPD.

Values from the calculation:
**2S+1**: 1
**Total charge**: 0
**LUMO level**: 0.0341 Ha
**Frontier orbital gap**: 0.327 Eh
**HOMO**: -7.9725 eV

Structure (XYZ):
```
9
Properties=species:S:1:pos:R:3:nbo_charge:R:1
C 2.23 -0.13 0.48 -0.05
C -0.04 0.15 -0.68 -0.02
C -1.23 -0.16 0.09 -0.67
N 1.11 0.15 -0.06 -0.31
H 2.52 0.62 1.07 0.14
H 0.03 0.45 -1.69 0.20
H -2.17 -0.01 -0.47 0.23
H -1.14 0.18 1.19 0.24
H -1.30 -1.26 0.07 0.23
```


#Q
The molecule C3H5N. Source: the OMol25 dataset; level of theory: ωB97M-V/def2-TZVPD.

Values from the calculation:
**2S+1**: 1
**Total charge**: 0
**LUMO level**: 0.0047 Ha
**Frontier orbital gap**: 0.303 Eh
**HOMO**: -8.1172 eV
**Structure (SMILES)**: C=CN=C

Structure (XYZ):
```
9
Properties=species:S:1:pos:R:3:nbo_charge:R:1
C -0.68 0.39 -0.30 -0.01
C -1.55 -0.42 0.29 -0.40
C 1.74 0.04 -0.13 0.13
N 0.61 -0.07 -0.67 -0.54
H -0.87 1.40 -0.64 0.18
H -2.60 -0.15 0.31 0.20
H -1.24 -1.25 0.91 0.21
H 2.15 -0.84 0.41 0.12
H 2.43 0.90 -0.19 0.11
```


Which of them is most stable? Easy: #P.